One molecule with the formula C5H11NO at a distorted geometry. Source: the OMol25 dataset; level of theory: the ωB97M-V functional and the def2-TZVPD basis.

Values from the calculation:
LUMO energy, eV: 0.93
ΔE to the lowest compared entry with this formula, charge and spin, kJ/mol: 186.4
Largest force on an atom, eV/A: 2.5
Molecular weight, g mol⁻¹: 101.15
HOMO-LUMO gap, eV: 10.509
HOMO level, eV: -9.6

Last column: Löwdin charge in e.
Atoms and positions in Å:
C1 -1.49 0.83 -0.06  -0.1429
H1 2.44 -1.98 -0.26  0.0475
H2 -1.57 0.14 0.79  0.1094
H3 -1.98 3.00 -0.29  0.1207
H4 -2.25 0.55 -0.78  0.0995
H5 -0.25 -0.04 -1.56  0.1070
H6 1.91 -0.07 -0.15  0.0932
H7 -0.37 -1.81 0.25  0.0998
C2 0.89 -0.03 0.27  -0.2141
H8 0.22 1.62 -1.02  0.1072
C3 0.67 -1.55 0.51  -0.2683
H9 1.20 0.62 1.11  0.1193
C4 -1.54 2.27 0.42  -0.2831
C5 -0.04 0.61 -0.70  -0.1956
O1 -1.19 2.62 1.51  0.0550
H10 1.15 -2.44 -1.24  0.0590
H11 0.65 -1.90 1.53  0.0939
N1 1.54 -2.43 -0.31  -0.0076

---

A 3-piece molecular cluster, C16H37BIN4O7 overall at a distorted geometry. Source: the OMol25 dataset; level of theory: the ωB97M-V functional and the def2-TZVPD basis.

Values from the calculation:
LUMO energy, eV: -3.97
Total charge: +1
ΔE to the lowest compared entry with this formula, charge and spin, kJ/mol: 0.0
Largest force on an atom, eV/A: 6.5
Molecular weight, g mol⁻¹: 535.21
HOMO-LUMO gap, eV: 6.416
HOMO level, eV: -10.4

Last column: Löwdin charge in e.
Atoms and positions in Å:
H1 -2.12 -0.28 2.01  0.1214
C1 1.40 4.17 3.05  -0.6558
H2 -5.56 -0.99 3.08  0.1292
H3 -2.99 -3.99 0.48  0.0915
C2 -2.41 -3.08 0.68  -0.1005
H4 2.95 8.04 2.28  0.1652
O1 0.33 -2.99 -2.97  -0.2114
H5 4.94 6.33 4.33  0.1017
H6 -0.14 -7.88 -3.81  0.0881
H7 -4.83 2.09 -0.85  0.0932
N1 3.19 7.05 2.32  0.1992
H8 -1.81 -4.18 -5.21  0.1276
O2 0.13 -4.40 -5.71  -0.1308
C3 0.66 -7.57 -3.13  -0.1105
H9 -1.62 -2.63 -3.44  0.1237
C4 -2.63 0.46 2.62  -0.1914
H10 0.07 -1.09 -2.17  0.0825
H11 0.28 -7.58 -2.11  0.0873
C5 0.85 -1.72 -2.60  -0.1171
H12 -0.45 -2.09 -4.67  0.1272
O3 -3.57 1.38 0.59  -0.1992
H13 -5.00 -2.77 1.63  0.1295
C6 5.48 6.09 3.35  -0.1439
C7 1.45 -4.71 -5.26  -0.1755
C8 -2.97 1.72 1.83  -0.2107
N2 0.87 6.41 2.97  0.1185
H14 -0.88 -5.05 -4.00  0.1197
C9 1.59 -6.14 -4.76  -0.1961
C10 -4.16 -2.15 1.97  -0.1938
C11 -0.69 -2.88 -3.95  -0.1937
H15 1.30 -1.23 -3.47  0.0873
C12 -0.85 -4.21 -4.69  -0.1744
H16 0.37 7.31 3.04  0.1956
H17 -0.57 4.94 3.51  0.1763
H18 -3.64 2.35 2.43  0.1263
H19 2.65 -6.41 -4.72  0.1262
C13 2.23 6.17 2.63  -0.2634
N3 2.63 4.78 2.63  0.1157
C14 -4.68 -0.80 2.45  -0.1672
H20 -3.80 3.33 -0.08  0.0843
H21 -5.21 2.63 0.79  0.0902
H22 -1.94 0.74 3.42  0.0974
B1 4.58 6.47 2.05  -0.4158
H23 5.35 4.04 4.37  0.0807
I1 1.37 2.03 3.30  0.9482
C15 -4.39 2.42 0.09  -0.1044
H24 4.47 5.55 0.30  0.1200
H25 1.06 -6.82 -5.44  0.1282
H26 -5.02 -0.18 1.62  0.1200
O4 5.04 6.23 0.72  0.1193
H27 1.51 -8.26 -3.20  0.0882
H28 -2.05 2.27 1.61  0.1053
H29 5.33 3.96 2.49  0.0660
N4 0.39 5.15 3.22  0.0130
H30 1.79 -3.98 -4.53  0.1179
H31 -1.77 -2.87 -0.17  0.0822
H32 2.08 -4.60 -6.15  0.1270
H33 6.92 4.36 3.39  0.0845
C16 5.79 4.48 3.41  -0.1154
H34 6.46 6.66 3.26  0.1120
O5 -3.76 -0.10 3.28  -0.1288
O6 1.07 -6.25 -3.44  -0.2094
H35 -3.64 -2.65 2.79  0.1282
O7 -3.28 -1.97 0.86  -0.2095
H36 1.63 -1.88 -1.85  0.0860
H37 -1.78 -3.21 1.57  0.0874

---

A 2-piece molecular cluster, C2H5NOS overall at a distorted geometry. Source: the OMol25 dataset; level of theory: the ωB97M-V functional and the def2-TZVPD basis.

Values from the calculation:
LUMO energy (spin up / spin down), eV: -1.64 / -1.82
ΔE to the lowest compared entry with this formula, charge and spin, kJ/mol: 559.0
Largest force on an atom, eV/A: 1.9
Molecular weight, g mol⁻¹: 91.13
HOMO-LUMO gap (spin up / spin down), eV: 6.978 / 6.761
HOMO level (spin up / spin down), eV: -8.6 / -8.6

Last column: Löwdin charge in e.
Atoms and positions in Å:
H1 1.09 -1.87 -0.10  0.1076
H2 1.04 1.10 -1.52  0.0665
C1 -0.31 -0.46 0.68  -0.1224
H3 -0.27 -2.46 0.70  0.1024
C2 0.17 0.91 0.18  -0.3497
S1 -2.85 0.58 -0.29  0.0799
N1 0.20 -1.64 0.34  0.0854
H4 -0.68 1.30 -0.42  -0.0146
O1 1.31 1.07 -0.63  -0.0556
H5 0.30 1.48 1.07  0.1005

---

A 2-piece molecular cluster, H3N3O overall at a distorted geometry. Source: the OMol25 dataset; level of theory: the ωB97M-V functional and the def2-TZVPD basis.

Values from the calculation:
LUMO energy, eV: 1.11
ΔE to the lowest compared entry with this formula, charge and spin, kJ/mol: 95.2
Largest force on an atom, eV/A: 3.5
Molecular weight, g mol⁻¹: 61.04
HOMO-LUMO gap, eV: 11.431
HOMO level, eV: -10.3

Last column: Löwdin charge in e.
Atoms and positions in Å:
O1 -1.85 -0.40 1.80  0.0996
N1 -0.94 1.46 0.94  0.2177
H1 0.63 -0.52 -1.87  0.0079
N2 0.79 -0.41 -0.85  -0.0373
N3 -1.38 0.55 1.36  -0.3469
H2 1.38 -1.15 -0.40  0.0284
H3 1.37 0.48 -0.97  0.0306

---

C19H25AlBrCl7F5NO13P2S as an isolated structure at a distorted geometry. Source: the OMol25 dataset; level of theory: the ωB97M-V functional and the def2-TZVPD basis.

Values from the calculation:
LUMO energy, eV: -5.79
Largest force on an atom, eV/A: 7.1
Molecular weight, g mol⁻¹: 1019.46
HOMO-LUMO gap, eV: 1.091
HOMO level, eV: -6.9

Last column: Löwdin charge in e.
Atoms and positions in Å:
C1 -7.60 3.98 0.60  -0.2982
H1 -2.38 0.02 -0.96  0.1021
O1 -6.84 5.24 2.57  0.0913
Br1 7.39 -2.71 0.17  0.6727
Cl1 -7.80 4.44 -4.97  0.5231
F1 -5.89 7.83 2.97  -0.4417
O2 1.22 -6.48 1.04  -0.2347
C2 -6.52 4.68 1.35  -0.1773
C3 -7.69 2.86 -5.78  -1.9969
O3 -10.19 8.92 1.74  0.0391
Cl2 -9.31 2.12 -5.87  0.5068
O4 11.56 -0.98 2.60  -0.3381
H2 -4.77 3.14 -2.57  0.0959
H3 -7.39 8.22 3.13  0.0202
H4 3.41 -4.21 -0.69  0.1107
O5 -9.26 6.99 2.25  0.0504
C4 6.43 -5.48 -0.21  -0.3546
C5 3.56 -4.57 0.44  -0.4287
Cl3 -6.61 1.79 -4.86  0.5348
S1 10.42 -0.86 3.52  0.4686
Cl4 3.02 -5.69 3.14  0.4093
C6 -1.21 -1.72 -1.45  -0.0988
C7 -8.11 8.95 2.76  0.0238
H5 8.76 -6.22 1.55  0.1019
H6 -8.08 2.92 -1.25  0.1404
C8 -2.22 -0.78 -1.68  -0.0777
C9 -1.81 -2.85 -3.50  -0.1199
N1 -9.28 8.23 2.20  -0.4102
O6 8.28 -1.27 -2.21  -0.1425
Cl5 -3.77 -2.10 -5.16  0.6783
C10 -5.28 4.76 0.85  0.1160
H7 6.36 -4.55 1.87  0.1093
H8 4.09 -3.65 0.97  0.0884
H9 0.22 -6.37 1.23  0.1250
Cl6 -4.28 0.30 -3.02  0.7813
H10 1.14 -2.91 0.34  0.0865
F2 -4.39 1.53 -0.84  -0.4687
C11 -2.82 -1.92 -3.73  -0.6805
H11 8.85 -1.15 -2.98  0.0583
H12 -8.46 9.59 3.57  0.1018
C12 -6.04 3.49 -1.21  -0.2114
O7 1.75 -4.44 2.76  -0.6337
O8 -5.72 2.95 -2.44  -0.0651
F3 8.38 0.93 3.72  0.0650
H13 9.46 -4.70 0.66  0.1090
H14 4.87 -6.65 1.80  -0.0068
H15 -0.58 -1.63 -0.57  0.0783
H16 4.13 -7.07 -0.47  0.0583
H17 -0.21 -3.48 -2.19  0.0767
C13 -3.03 -0.88 -2.81  -0.6278
C14 9.49 0.66 2.96  -0.5822
H18 -7.79 5.05 2.70  0.1054
C15 7.14 -4.58 0.97  -0.6307
H19 -1.64 -3.66 -4.20  0.1002
H20 7.09 -6.36 -0.62  0.1216
Cl7 -7.05 3.08 -7.43  0.5028
H21 8.88 -4.51 2.45  0.1098
O9 9.46 -1.97 3.41  -0.3935
Al1 6.02 -0.72 1.30  0.7413
P1 4.71 -6.09 0.45  0.9831
C16 -1.00 -2.75 -2.36  -0.1143
C17 -4.95 4.16 -0.45  -0.3184
O10 0.71 -3.82 0.29  -0.2026
F4 10.25 1.80 3.01  0.1007
C18 8.63 -5.07 1.42  -0.1342
P2 1.83 -4.84 1.21  0.6269
O11 -3.81 4.21 -0.92  0.1010
F5 9.04 0.57 1.67  0.0136
C19 -7.27 3.41 -0.71  0.1046
O12 -8.72 3.91 1.09  0.1068
H22 8.38 -0.44 -1.71  0.0353
H23 6.18 -4.76 -1.11  0.0875
H24 -7.67 9.54 1.95  0.1042
O13 10.82 -0.59 4.91  -0.3213
H25 -4.48 5.26 1.39  0.1429

---

A 2-piece molecular cluster, C8H8IN2O overall at a distorted geometry. Source: the OMol25 dataset; level of theory: the ωB97M-V functional and the def2-TZVPD basis.

Values from the calculation:
LUMO energy (spin up / spin down), eV: -4.71 / -4.52
Total charge: +1
ΔE to the lowest compared entry with this formula, charge and spin, kJ/mol: 378.3
Largest force on an atom, eV/A: 3.7
Molecular weight, g mol⁻¹: 275.07
HOMO-LUMO gap (spin up / spin down), eV: 8.586 / 7.312
HOMO level (spin up / spin down), eV: -13.3 / -11.8

Last column: Löwdin charge in e.
Atoms and positions in Å:
N1 -1.74 0.27 1.22  0.1230
C1 2.51 0.26 -1.38  -0.0557
H1 -1.18 0.33 -1.60  0.1010
H2 0.83 -1.44 1.95  0.2473
O1 -1.15 -1.25 2.77  -0.0750
C2 -0.16 0.43 -1.44  -0.0132
H3 2.42 0.88 -3.38  0.1087
C3 1.93 0.55 -2.55  -0.0434
H4 3.58 0.41 -1.20  0.1340
C4 0.36 0.22 -0.17  -0.1169
H5 0.05 0.82 -3.46  0.1190
C5 1.78 0.11 -0.21  -0.0130
N2 -0.21 -1.15 1.81  0.1253
I1 -3.21 0.55 3.91  0.8730
C6 -0.50 -0.21 0.93  -0.1637
C7 0.58 0.59 -2.58  -0.0377
H6 2.35 0.18 0.72  0.1263
C8 -2.23 -0.47 2.28  -0.7634
H7 -2.22 1.08 0.83  0.1835
H8 -3.79 -2.18 1.55  0.1412